{"formula": "C20H68N10O14", "method": "ωB97M-V/def2-TZVPD", "species": ["C", "C", "C", "O", "H", "H", "H", "H", "H", "H", "H", "H", "C", "C", "C", "O", "H", "H", "H", "H", "H", "H", "H", "H", "C", "C", "C", "O", "H", "H", "H", "H", "H", "H", "H", "H", "C", "C", "C", "O", "H", "H", "H", "H", "H", "H", "H", "H", "C", "C", "C", "O", "H", "H", "H", "H", "H", "H", "H", "H", "C", "O", "N", "N", "H", "H", "H", "H", "C", "O", "N", "N", "H", "H", "H", "H", "C", "O", "N", "N", "H", "H", "H", "H", "C", "O", "N", "N", "H", "H", "H", "H", "C", "O", "N", "N", "H", "H", "H", "H", "O", "H", "H", "O", "H", "H", "O", "H", "H", "O", "H", "H"], "xyz": [[1.709, -2.918, 2.873], [0.666, -3.354, 1.824], [0.266, -4.854, 2.005], [-0.502, -2.520, 1.966], [2.676, -3.324, 2.618], [1.347, -3.239, 3.857], [1.736, -1.864, 2.920], [1.046, -3.240, 0.774], [0.007, -5.048, 3.055], [1.060, -5.542, 1.589], [-0.575, -5.122, 1.392], [-0.843, -2.441, 1.072], [-4.479, -1.284, 4.238], [-4.476, 0.182, 3.793], [-5.851, 0.933, 3.781], [-3.641, 0.946, 4.632], [-4.886, -1.397, 5.225], [-3.429, -1.626, 4.372], [-4.980, -1.942, 3.557], [-4.081, 0.284, 2.773], [-6.469, 0.618, 2.998], [-5.606, 1.958, 3.727], [-6.444, 0.647, 4.714], [-3.960, 0.825, 5.535], [-1.069, -4.325, -3.418], [-1.220, -2.910, -3.995], [-2.227, -2.917, -5.109], [-1.719, -2.109, -2.925], [-2.039, -4.578, -2.917], [-0.131, -4.417, -2.850], [-1.065, -5.049, -4.235], [-0.212, -2.603, -4.362], [-1.801, -3.621, -5.867], [-2.321, -1.917, -5.605], [-3.195, -3.276, -4.773], [-1.589, -1.199, -3.177], [1.667, -1.303, -1.337], [1.021, -0.236, -0.457], [1.615, 1.142, -0.680], [-0.372, -0.116, -0.781], [1.347, -1.302, -2.374], [1.273, -2.243, -0.979], [2.778, -1.081, -1.214], [1.102, -0.642, 0.525], [1.521, 1.234, -1.782], [2.634, 1.162, -0.423], [1.074, 1.887, -0.091], [-0.851, -0.984, -0.701], [2.460, 5.019, -0.015], [2.033, 5.586, 1.317], [0.707, 5.060, 1.790], [3.106, 5.358, 2.286], [2.657, 3.920, 0.122], [3.386, 5.503, -0.400], [1.789, 5.106, -0.852], [2.029, 6.643, 1.153], [-0.126, 5.578, 1.268], [0.554, 5.228, 2.828], [0.653, 3.993, 1.597], [3.189, 4.385, 2.297], [-0.260, 1.334, 3.405], [0.870, 1.520, 2.924], [-0.988, 2.280, 4.128], [-0.842, 0.117, 3.289], [-0.477, 2.978, 4.645], [-1.786, 1.964, 4.655], [-0.401, -0.549, 2.737], [-1.814, -0.123, 3.488], [5.071, 0.150, 0.104], [5.104, -0.095, -1.119], [5.709, 1.247, 0.646], [4.443, -0.637, 0.946], [5.343, 1.631, 1.537], [6.151, 1.909, 0.018], [3.970, -1.437, 0.532], [4.252, -0.267, 1.898], [3.339, -2.276, -4.479], [2.353, -2.181, -5.161], [4.022, -3.449, -4.466], [3.916, -1.197, -3.915], [3.666, -4.232, -4.967], [4.875, -3.578, -3.937], [4.554, -1.344, -3.133], [3.562, -0.270, -3.913], [-4.041, 0.573, -0.017], [-3.840, -0.574, -0.336], [-5.220, 1.189, -0.420], [-3.108, 1.238, 0.621], [-5.857, 0.514, -0.877], [-5.750, 2.029, -0.046], [-3.055, 2.219, 0.873], [-2.302, 0.709, 0.871], [1.663, 1.493, -4.589], [2.872, 1.579, -4.467], [0.747, 2.555, -4.531], [1.049, 0.262, -4.780], [1.125, 3.303, -3.935], [-0.165, 2.278, -4.113], [1.687, -0.514, -4.982], [0.140, 0.175, -5.168], [-1.911, -2.490, -0.380], [-1.648, -2.702, -1.293], [-2.661, -1.862, -0.519], [-3.123, 3.735, 2.254], [-2.557, 3.528, 2.998], [-2.644, 4.467, 1.840], [3.715, 1.226, 2.975], [2.779, 1.409, 2.807], [3.818, 1.164, 3.926], [-1.636, 0.799, -2.954], [-2.558, 0.901, -2.653], [-1.098, 0.650, -2.126]], "atomic_forces_ev_per_a": [[-1.331, -1.070, -0.476], [-0.196, -0.734, -0.152], [1.106, 0.188, -0.503], [1.083, -0.130, 0.454], [0.353, -0.180, 0.239], [0.352, -0.203, -0.121], [0.301, 1.336, -0.174], [-0.065, 0.033, 0.925], [0.285, -0.155, -0.298], [-0.391, 0.702, 0.970], [-0.675, 0.284, -0.227], [-0.907, -0.028, -0.429], [1.339, 0.602, 0.040], [-1.587, 0.123, -0.640], [0.536, -2.470, 2.259], [0.949, 0.206, 0.753], [-0.656, 0.075, 0.558], [-0.495, 0.124, -0.456], [-0.304, -0.283, -0.399], [0.205, -0.132, 0.328], [-0.797, -0.327, -1.456], [-0.120, 1.246, -0.011], [0.861, 0.737, -0.857], [0.069, 0.064, -0.068], [-0.878, 0.005, -0.529], [0.268, -0.936, 0.298], [0.893, 0.119, -1.663], [0.614, -0.530, -0.365], [1.101, 0.236, 0.346], [-0.685, -0.146, 0.243], [0.459, 0.050, -0.075], [-0.668, 0.263, 0.316], [-0.659, 0.547, 0.257], [-0.064, -0.754, 0.490], [-0.140, 0.015, 0.056], [-0.034, 1.170, 0.069], [0.812, 0.921, 0.446], [-0.466, -0.230, -1.416], [-1.530, -0.834, -0.672], [-0.740, -0.312, 0.412], [0.222, 0.690, -0.289], [0.654, -0.661, 0.288], [-1.192, -1.129, -0.496], [0.108, 0.263, 1.315], [0.099, 0.755, 0.582], [1.437, 0.045, 0.289], [-0.023, 0.049, -0.361], [0.610, 0.610, 0.087], [1.470, -1.296, -0.330], [1.149, 0.123, -0.138], [-0.598, 0.197, -0.963], [-1.034, -0.675, -0.681], [-0.039, 0.838, -0.293], [-0.391, -0.384, 0.624], [-0.874, 0.125, -0.017], [-0.237, 0.906, 0.500], [0.449, -0.386, 0.050], [0.042, 0.193, 1.021], [-0.175, -0.256, 0.027], [0.211, 0.523, 0.221], [0.582, -0.450, 0.248], [-0.964, 0.541, 0.590], [0.217, 0.236, -0.179], [-1.607, 0.933, 0.714], [0.460, -0.013, -0.391], [-0.184, -0.497, -0.209], [1.069, -1.400, -1.189], [0.532, 0.685, 0.291], [1.109, 1.231, -2.817], [0.243, 0.126, 0.841], [-0.385, 0.527, 1.013], [-1.144, -1.007, 2.222], [0.452, -0.506, -1.010], [-0.396, -0.405, 0.016], [0.133, 0.530, 0.510], [-0.082, -0.765, -0.995], [1.531, 0.733, -0.484], [-2.557, -0.055, -1.271], [1.153, -0.397, 1.247], [1.834, -1.205, 1.840], [-0.350, -0.114, -0.155], [-0.322, 0.138, -0.230], [-0.093, 0.133, -0.360], [-0.848, 0.761, -0.487], [-1.467, 1.109, -0.670], [-0.305, -2.122, -0.708], [-1.866, 0.489, -0.106], [1.154, 1.925, 1.268], [0.809, 0.697, 0.518], [1.753, -1.543, -0.283], [-0.635, -0.164, -0.006], [0.551, -0.373, -0.105], [-1.504, -1.295, -0.209], [-0.054, 0.497, 0.183], [-0.055, 0.305, 1.412], [1.442, 0.579, 0.272], [-0.045, -0.316, -0.696], [0.824, -0.031, -0.610], [-0.396, 0.016, -0.095], [-0.645, 0.275, -0.133], [-0.060, 0.285, 0.005], [-0.153, 0.030, -0.012], [0.238, -0.331, 0.422], [0.062, 0.562, -0.554], [0.305, -0.487, 0.456], [-0.259, -0.076, -0.026], [0.353, 0.103, -0.093], [-0.376, -0.076, 0.183], [-0.134, 0.064, 0.124], [-0.243, 0.065, 0.378], [0.585, -0.035, -0.117], [-0.349, -0.029, -0.461]], "total_energy_ev": -65415.50182, "gap_ha": 0.3454, "largest_force_ha_per_bohr": 0.0659, "e_above_lowest_ev": 0.000}